Run 1
Here is C2H2OS as an isolated structure from the Open Molecules 2025 dataset. Energies are from ωB97M-V/def2-TZVPD.

ORCA input file:
```
! wB97M-V def2-TZVPD RIJCOSX def2/J DEFGRID3
* xyz 0 1
C 0.26552 0.63534 0.08802
C 0.68900 -0.62127 0.03282
O 2.24214 1.14641 -0.01580
S 2.39131 -0.48668 -0.00012
H -0.38284 1.45344 -0.05112
H 0.08631 -1.51154 0.04197
*
```

Results
LUMO energy in eV: -0.8
Gap between HOMO and LUMO in eV: 7.6
HOMO in eV: -8.374

natural (NBO) atomic charge list, values in e, 2 entries: number 1, C, carries 0.139; number 2, C, carries -0.497



Run 2
Here is one molecule with the formula C2H2OS from the Open Molecules 2025 dataset. Energies are from ωB97M-V/def2-TZVPD.

ORCA input file:
```
! wB97M-V def2-TZVPD RIJCOSX def2/J DEFGRID3
* xyz 0 1
C -0.13615 1.70503 -0.19528
C 0.49615 0.68370 -0.31426
O 0.32367 -1.80322 0.22811
S 1.36998 -0.70564 -0.34677
H -0.71585 2.46515 -0.64771
H 0.54062 -1.85822 1.17203
*
```

Results
LUMO energy in eV: 0.3
Gap between HOMO and LUMO in eV: 9.2
Structure (SMILES): C#CSO
HOMO in eV: -8.913

natural (NBO) atomic charge list, values in e, 2 entries: number 1, C, carries -0.191; number 2, C, carries -0.345



Run 3
Here is one molecule with the formula C2H2OS from the Open Molecules 2025 dataset. Energies are from ωB97M-V/def2-TZVPD.

ORCA input file:
```
! wB97M-V def2-TZVPD RIJCOSX def2/J DEFGRID3
* xyz 0 1
C -0.67250 -0.40439 -0.10331
C 0.63544 0.49263 0.10384
O -1.70199 0.21118 -0.14714
S 2.10634 -0.15380 -0.03360
H 0.43953 1.50674 0.40444
H -0.80682 -1.65236 -0.22423
*
```

Results
LUMO energy in eV: -1.4
Gap between HOMO and LUMO in eV: 8.0
Structure (SMILES): O=CC=S
HOMO in eV: -9.353

natural (NBO) atomic charge list, values in e, 2 entries: number 1, C, carries 0.360; number 2, C, carries -0.377



Quick one: most stable of them? run 3



Run 1
Here is an isolated ion of composition C5H9O3 and charge -1 from the Open Molecules 2025 dataset. Energies are from ωB97M-V/def2-TZVPD.

ORCA input file:
```
! wB97M-V def2-TZVPD RIJCOSX def2/J DEFGRID3
* xyz -1 1
O 2.63175 -1.69113 1.10392
C 2.13744 -0.54478 1.18371
O 2.56390 0.58793 0.89886
C 0.62618 -0.53303 1.72631
C -0.29861 0.13839 0.68390
C -0.50713 -0.47430 -0.73840
C -0.68686 0.60259 -1.77293
O -2.07705 0.85207 -1.96497
H 0.25049 -1.55527 1.82434
H 0.72860 0.12317 2.59836
H -1.24123 0.32848 1.21617
H 0.03739 1.16698 0.50180
H -1.40889 -1.09007 -0.71515
H 0.31180 -1.20406 -0.82390
H -0.27948 1.61028 -1.63766
H -0.27557 0.20748 -2.72374
H -2.51274 1.47527 -1.36061
*
```

Results
LUMO energy in eV: 3.4
Gap between HOMO and LUMO in eV: 7.1
Structure (SMILES): O=C([O-])CCCCO
HOMO in eV: -3.726

natural (NBO) atomic charge list, values in e, 2 entries: number 1, O, carries -0.790; number 2, C, carries 0.773



Run 2
Here is a 2-piece molecular cluster, C5H9O3 overall from the Open Molecules 2025 dataset. Energies are from ωB97M-V/def2-TZVPD.

ORCA input file:
```
! wB97M-V def2-TZVPD RIJCOSX def2/J DEFGRID3
* xyz -1 1
O 0.16557 1.71232 2.09171
C -0.37095 0.85022 1.32514
O -1.59633 0.67795 1.21044
C 0.58667 0.04856 0.44852
C -0.12557 -0.72478 -0.72522
C 0.93307 -1.43768 -1.50474
C 0.94989 -2.62546 -2.08938
H 1.32637 -0.59750 0.89299
H 1.21940 0.78726 -0.07719
H -0.54598 0.06042 -1.36493
H -0.96343 -1.33001 -0.37919
H 1.74204 -0.73431 -1.75350
H 0.19118 -3.45709 -2.05672
H 1.59400 -2.91929 -2.89607
H -1.08613 2.75063 2.34965
H -2.45103 3.29319 2.17699
O -1.56877 3.64556 2.35150
*
```

Results
LUMO energy in eV: 3.5
Gap between HOMO and LUMO in eV: 8.2
HOMO in eV: -4.701

natural (NBO) atomic charge list, values in e, 2 entries: number 1, O, carries -0.787; number 2, C, carries 0.759



Quick one: most stable of them? run 2



Run 1
Here is one molecule with the formula C22H33N3O4 from the Open Molecules 2025 dataset. Energies are from ωB97M-V/def2-TZVPD.

ORCA input file:
```
! wB97M-V def2-TZVPD RIJCOSX def2/J DEFGRID3
* xyz 0 1
C 7.30115 -1.79611 -1.40341
O 6.57404 -0.59684 -1.48354
C 5.58438 -0.37097 -0.57018
C 5.23363 -1.24537 0.44864
C 4.21033 -0.92119 1.32455
C 3.51961 0.27417 1.20615
C 3.89254 1.15026 0.19014
C 4.90755 0.85195 -0.69885
C 5.30453 1.79569 -1.79033
H 6.36120 2.04353 -1.70395
H 5.16110 1.32428 -2.76149
H 4.71735 2.70907 -1.74738
H 3.38989 2.10389 0.10017
C 2.35606 0.59564 2.11167
N 1.08645 0.01975 1.68945
C 1.01341 -1.41647 1.78529
C -0.43934 -1.81216 1.55769
N -0.76769 -1.45320 0.19890
C -0.30756 -0.33981 -0.38520
O -0.58890 -0.05225 -1.53724
C 0.56732 0.58325 0.45726
H 1.38850 0.88961 -0.21068
C -0.28471 1.84417 0.78088
C -1.74044 1.47358 1.02321
O -2.07330 0.86254 2.02663
N -2.64755 1.86940 0.10237
C -2.31344 2.49223 -1.16204
H -1.57076 1.90350 -1.70253
H -3.21317 2.54332 -1.77061
H -1.94468 3.51125 -1.01514
C -4.04731 1.55833 0.32054
H -4.18800 1.42349 1.39509
H -4.64170 2.41598 -0.00816
C -4.48628 0.28866 -0.42862
C -5.94876 0.35268 -0.87377
H -6.11572 1.18838 -1.55579
C -6.31800 -0.95418 -1.58093
O -6.10568 -2.08258 -0.76624
C -4.76098 -2.18903 -0.35577
C -4.31642 -0.96073 0.43658
H -3.28234 -1.06440 0.75846
H -4.94199 -0.87010 1.32672
H -4.71069 -3.09330 0.25489
H -4.11323 -2.31640 -1.23958
H -7.37891 -0.97238 -1.83986
H -5.72461 -1.04620 -2.50560
H -6.59030 0.48236 -0.00009
H -3.85519 0.18419 -1.31972
H 0.09128 2.26568 1.71366
H -0.17910 2.57545 -0.01399
H -1.38755 -2.03632 -0.34370
H -0.58648 -2.88468 1.69211
H -1.07372 -1.25618 2.25812
H 1.32930 -1.70795 2.78944
H 1.65068 -1.93586 1.04633
H 2.55161 0.22256 3.12081
H 2.22501 1.67919 2.16953
H 3.96269 -1.61030 2.11895
H 5.75082 -2.18359 0.57544
H 8.02347 -1.75771 -2.21765
H 7.83569 -1.88156 -0.45133
H 6.65492 -2.67022 -1.53628
*
```

Results
LUMO energy in eV: 0.7
Gap between HOMO and LUMO in eV: 9.0
Structure (SMILES): COc1ccc(CN2CCNC(=O)[C@H]2CC(=O)N(C)CC2CCOCC2)cc1C
HOMO in eV: -8.317

natural (NBO) atomic charge list, values in e, 2 entries: number 1, C, carries -0.250; number 2, O, carries -0.499



Run 2
Here is one molecule with the formula C22H33N3O4 from the Open Molecules 2025 dataset. Energies are from ωB97M-V/def2-TZVPD.

ORCA input file:
```
! wB97M-V def2-TZVPD RIJCOSX def2/J DEFGRID3
* xyz 0 1
C -6.44038 -2.28291 -1.40091
H -7.21732 -1.55830 -1.13519
O -5.15737 -1.71491 -1.33996
C -4.68858 -1.27421 -0.12705
C -5.44885 -1.28813 1.03484
C -4.93753 -0.79455 2.22219
C -3.66045 -0.27370 2.25880
C -2.87246 -0.26185 1.11718
C -3.37406 -0.77073 -0.08533
O -2.53470 -0.70502 -1.15717
C -2.56124 -1.73158 -2.12571
H -1.58675 -1.69741 -2.61424
H -3.34956 -1.57117 -2.86519
H -2.69303 -2.71308 -1.66537
C -1.47586 0.29266 1.13845
N -1.42000 1.55010 0.40407
C -2.11424 2.61380 1.09009
H -3.07324 2.23170 1.44275
H -1.54563 2.99906 1.95849
C -2.34255 3.73680 0.08999
N -1.05741 4.14784 -0.41746
C 0.03218 3.36923 -0.48094
O 1.08785 3.80754 -0.90891
C -0.07519 1.92741 0.01413
C 0.42698 0.99009 -1.11355
H 0.88191 1.57393 -1.91163
C 1.39111 -0.06702 -0.59856
O 0.97790 -1.16369 -0.24640
N 2.70003 0.25438 -0.52334
C 3.25773 1.50566 -0.98654
H 4.19220 1.69256 -0.46268
H 3.46588 1.46892 -2.06046
H 2.59119 2.34329 -0.79137
C 3.62898 -0.76858 -0.05629
C 4.72330 -1.07401 -1.07981
C 5.58385 -2.23064 -0.57835
C 6.20350 -1.88837 0.77340
C 5.11544 -1.55956 1.79134
C 4.24980 -0.40499 1.29501
H 3.45443 -0.19515 2.01284
H 4.86735 0.49125 1.20144
H 4.48727 -2.43909 1.94714
H 5.56844 -1.29650 2.74963
H 6.80371 -2.72776 1.13010
H 6.86730 -1.02765 0.66049
H 4.96501 -3.12468 -0.47713
H 6.37017 -2.44710 -1.30463
H 4.26567 -1.33367 -2.03667
H 5.35627 -0.19742 -1.23104
H 3.01782 -1.66780 0.07999
H -0.45162 0.47400 -1.50268
H 0.62418 1.86775 0.87544
H -0.95570 5.07884 -0.79664
H -2.83224 4.59213 0.56294
H -2.97612 3.36698 -0.72495
H -1.14153 0.42559 2.18213
H -0.81382 -0.42109 0.64690
H -3.25812 0.11190 3.18417
H -5.54667 -0.81507 3.11304
H -6.45435 -1.67690 1.02140
H -6.52568 -3.16221 -0.75394
H -6.57525 -2.58685 -2.43829
*
```

Results
LUMO energy in eV: 0.8
Gap between HOMO and LUMO in eV: 8.9
Structure (SMILES): COc1cccc(CN2CCNC(=O)[C@@H]2CC(=O)N(C)C2CCCCC2)c1OC
HOMO in eV: -8.140

natural (NBO) atomic charge list, values in e, 2 entries: number 1, C, carries -0.249; number 2, H, carries 0.176



Quick one: most stable of them? run 1